88
Properties=species:S:1:pos:R:3 method="wB97M-V/def2-TZVPD" total_charge=+1 spin_multiplicity=1 e_above_lowest_kcal_mol=0.0 e_homo_ha=-0.4269 energy_ev=-82068.307 lumo_ev=-2.77 homo_lumo_gap_ha=0.325
C 2.77400 42.61100 7.06700
C 3.62000 41.71300 7.87700
O 4.04200 42.02800 8.97200
N 3.87600 40.41100 7.30200
H 3.43700 40.19900 6.31400
H 4.98400 40.41600 7.13600
C 3.72000 39.14700 8.14300
H 2.44200 43.43100 7.64700
H 1.88200 42.02800 6.74700
H 3.20000 43.07000 6.17100
H 4.34800 39.04000 9.26100
H 3.78300 38.39100 7.47100
H 2.85800 39.01300 8.70000
C 7.91700 39.62800 10.19100
C 8.89800 39.24200 9.12400
O 10.06100 39.28000 9.45000
N 8.44800 38.82000 7.79600
H 7.70100 38.16700 7.93700
H 7.62600 39.62000 7.43900
C 9.52500 38.76100 6.70100
H 7.52400 40.47800 9.86700
H 8.39900 39.63800 11.09800
H 7.08800 38.81200 10.44100
H 9.87200 39.93300 6.40800
H 9.26200 38.14300 5.70200
H 10.33500 37.97400 7.05700
C 5.01400 37.14300 4.36200
C 6.05800 38.09600 4.22500
O 7.21100 37.70300 3.87100
N 5.92000 39.60400 4.52200
H 4.92300 39.93900 4.44700
H 6.18400 40.00700 5.55800
C 6.73200 40.47300 3.62500
H 5.36100 36.11800 4.73400
H 4.50900 37.06000 3.43200
H 4.17900 37.40600 5.16700
H 6.85100 40.16300 2.59700
H 7.77800 40.32100 3.92100
H 6.33400 41.43900 3.47400
O 6.50300 40.39500 7.13200
H 7.00900 41.18900 7.06700
O 3.38800 40.21800 4.76100
H 2.93600 40.05200 3.91100
C 4.77100 45.39400 0.08900
C 5.59500 46.44200 0.94000
C 6.23800 45.83800 1.98700
S 4.98100 44.75100 2.53800
O 4.29500 45.45100 3.61900
O 5.69800 43.53700 2.86900
C 4.03300 44.53300 1.10200
H 5.47600 44.65300 -0.53600
H 4.24000 45.85100 -0.71900
H 4.91400 47.29600 1.24800
H 6.48700 46.81200 0.29000
H 6.40000 46.42300 2.85800
H 7.14400 45.19500 1.50400
H 3.03300 45.06700 1.21400
H 3.94300 43.42300 0.98800
C 4.76200 33.04200 4.64300
C 4.49200 31.88700 5.56500
C 5.18400 30.82400 5.11100
S 6.80800 31.55000 4.76600
O 7.22200 31.05000 3.56500
O 7.64100 31.53900 5.96400
C 6.40000 33.24300 4.43600
H 4.40900 33.94600 5.12000
H 4.35900 33.17100 3.61500
H 3.37300 31.84600 5.66400
H 4.66800 32.35600 6.68000
H 4.68100 30.43800 4.11900
H 5.15300 29.93700 5.80400
H 6.66100 33.65100 3.60500
H 6.62300 33.78100 5.52500
C 0.33200 37.23800 2.68200
C 1.33700 37.51500 3.73300
C 1.51700 36.42400 4.62800
S 1.12100 35.03600 3.54700
O 0.24700 34.17600 4.08700
O 2.44400 34.63700 3.03700
C 0.39500 35.88900 2.15900
H 0.44900 37.82300 1.78000
H -0.66100 37.40400 3.18500
H 1.24100 38.46100 4.31600
H 2.23200 37.68600 3.13200
H 0.77300 36.41000 5.54600
H 2.60800 36.38300 4.91100
H -0.56200 35.54900 1.84600
H 1.11500 35.81500 1.37900